1.
{"formula": "H14NaO8", "method": "wB97M-V/def2-TZVPD", "symbols": ["Na", "O", "H", "O", "H", "O", "H", "H", "O", "H", "H", "O", "H", "H", "O", "H", "H", "O", "H", "H", "O", "H", "H"], "positions_angstrom": [[-1.1567, -12.8696, -17.5881], [1.0150, -11.6518, -17.4997], [1.2847, -12.2564, -18.2182], [-1.0928, -14.0274, -19.6813], [-0.1574, -14.2644, -19.8343], [1.6312, -10.2988, -19.7863], [1.5110, -10.4699, -18.8522], [1.7628, -11.1641, -20.1738], [2.4433, -9.5817, -16.2878], [2.0059, -9.2888, -15.4884], [2.0055, -10.4023, -16.5140], [2.6739, -13.4871, -17.0318], [2.7790, -13.9008, -17.8886], [2.2299, -12.6597, -17.2177], [-0.5279, -9.2922, -16.9721], [-1.1728, -9.5948, -17.6115], [0.0540, -10.0416, -16.8450], [0.8088, -12.2140, -14.8530], [1.0317, -12.1045, -15.7774], [-0.1052, -12.4982, -14.8586], [2.2736, -13.4016, -21.0291], [1.5489, -13.3935, -21.6543], [2.0168, -14.0490, -20.3724]], "atomic_forces_ev_per_a": [[0.7214, -0.2270, -1.1577], [-0.6805, -0.4355, -0.2388], [-0.9042, 0.7929, 0.0727], [0.5814, 0.2544, 0.8263], [-0.7116, 0.1158, 0.1236], [0.1999, 0.6356, -0.9869], [-0.2262, -0.1268, 0.7214], [0.0650, -0.2824, -0.1463], [0.5160, 0.6484, 0.3100], [-0.0738, 0.0862, 0.1854], [-0.1224, -0.6311, -0.5218], [1.1997, -1.7160, 0.3073], [0.2117, -0.1792, -0.1101], [-0.2646, 0.9027, 0.4480], [-0.7081, 0.5586, 0.4475], [0.0344, 0.0014, -0.2862], [0.4708, -0.4270, -0.3637], [-0.2762, -0.0539, 1.3560], [0.1968, 0.0432, -1.1948], [-0.1147, -0.0172, 0.1527], [0.4398, 0.2038, 0.0038], [-0.3741, 0.0253, -0.0884], [-0.1805, -0.1722, 0.1398]], "homo_ev": -4.9, "de_lowest_ev": 1.194, "homo_lumo_gap_ev": 6.7, "charge": -1, "fmax_ha_per_bohr": 0.041}



2.
{"formula": "H14O6S", "method": "wB97M-V/def2-TZVPD", "symbols": ["O", "H", "H", "O", "H", "H", "O", "H", "H", "O", "H", "H", "O", "H", "H", "O", "H", "H", "S", "H", "H"], "positions_angstrom": [[2.7722, 0.3508, 0.6262], [2.4590, 1.2093, 0.2883], [3.5512, 0.6364, 1.1025], [-3.1000, 1.6884, 0.1702], [-3.9087, 1.3624, 0.5569], [-2.7823, 1.0685, -0.5230], [2.3278, -2.2873, -0.1177], [2.4574, -1.4164, 0.2951], [3.1983, -2.7006, -0.1322], [-0.7827, -2.3284, -1.0305], [-1.0684, -3.1482, -1.4665], [0.1554, -2.5004, -0.8425], [0.5895, 1.4602, -1.0649], [-0.3055, 1.1786, -1.2187], [0.5914, 2.2735, -1.5674], [-1.8439, -0.0269, -2.0391], [-2.6238, -0.1212, -2.6010], [-1.6238, -0.9184, -1.7196], [-0.1314, 1.4832, 3.1957], [0.6475, 0.5910, 3.8189], [-0.5790, 2.1455, 4.2693]], "atomic_forces_ev_per_a": [[0.1416, 0.9950, 0.0187], [-0.6187, -0.7204, -0.2422], [0.4085, -0.3019, 0.3669], [0.6946, 0.1045, -0.6198], [-0.1844, -0.3902, -0.0832], [-0.4354, 0.2328, 0.6394], [-0.0637, -0.2652, 0.0746], [-0.0340, 0.0649, -0.2624], [-0.1996, 0.0796, -0.0295], [0.0550, -0.9094, -0.2440], [0.0215, 0.3685, 0.2267], [0.0662, 0.4030, 0.1100], [0.5789, 0.3917, 0.0682], [-0.8036, -0.7521, 0.0442], [0.3367, 0.4148, -0.1382], [-0.5699, 0.3164, -0.0743], [0.2475, 0.0576, 0.0815], [0.3368, -0.0814, 0.0990], [-0.0980, 0.0704, -0.6052], [-0.1012, 0.1740, 0.3418], [0.2214, -0.2527, 0.2278]], "homo_ev": -9.3, "smiles": "O.O.O.O.O.O.S", "de_lowest_ev": 0.643, "homo_lumo_gap_ev": 9.9, "charge": 0, "fmax_ha_per_bohr": 0.021}



3.
{"formula": "H14O6S2", "method": "wB97M-V/def2-TZVPD", "symbols": ["S", "S", "H", "H", "O", "H", "H", "O", "H", "H", "O", "H", "H", "O", "H", "H", "O", "H", "H", "O", "H", "H"], "positions_angstrom": [[2.9603, -0.8491, 0.5174], [3.3556, 0.0175, -1.4773], [2.0438, -1.7302, -0.0931], [4.6544, -0.1377, -1.4642], [-2.7906, 1.0004, 0.7371], [-1.9550, 1.1884, 1.1655], [-3.3871, 1.6182, 1.1731], [-2.6755, -1.7049, -0.5373], [-2.5211, -0.7907, -0.4345], [-2.3319, -2.2084, 0.2532], [0.5625, -0.0545, -1.7987], [0.3243, 0.2852, -2.6148], [0.2666, -0.9566, -1.7553], [-0.9125, -2.3749, -2.5007], [-0.3563, -3.1539, -2.3063], [-1.5262, -2.2416, -1.8101], [0.2323, 0.6555, 0.8052], [0.3094, 0.3584, -0.0674], [1.1713, 0.8729, 1.0639], [0.7440, 3.6667, 3.9230], [1.6741, 3.3464, 3.8459], [0.1578, 3.1930, 3.3754]], "atomic_forces_ev_per_a": [[-0.3936, -0.4620, -2.5886], [-0.8918, -0.2436, 1.3399], [1.0174, 0.8397, 0.9993], [1.0103, -0.2524, 0.2291], [-0.2934, 0.1883, 0.1517], [0.7717, -0.1547, -0.0808], [-0.2459, -0.1456, -0.2139], [0.2698, -3.1362, 0.5657], [0.2309, 1.8866, 0.8476], [-0.6376, 1.3666, -1.1290], [1.0337, -0.1096, 2.7581], [-0.8388, 0.8515, -2.4579], [-0.5962, -0.8697, -0.6496], [2.4570, -0.7560, -1.7053], [-0.7164, 0.5206, -0.0720], [-1.6525, 0.0683, 1.7060], [0.9045, 1.3724, 3.2671], [0.1702, -0.4821, -2.5287], [-1.6049, -0.4692, -0.4211], [2.0538, 1.0070, 1.3588], [-1.4966, 0.1067, -0.2408], [-0.5516, -1.1266, -1.1355]], "homo_ev": -9.3, "smiles": "SS.O.O.O.O.O.O", "de_lowest_ev": 1.312, "homo_lumo_gap_ev": 9.0, "charge": 0, "fmax_ha_per_bohr": 0.071}



4.
{"formula": "H14O6S2", "method": "wB97M-V/def2-TZVPD", "symbols": ["S", "S", "H", "H", "O", "H", "H", "O", "H", "H", "O", "H", "H", "O", "H", "H", "O", "H", "H", "O", "H", "H"], "positions_angstrom": [[2.9024, -0.9949, -1.0866], [2.7040, -1.9515, 0.7422], [2.9430, -2.0324, -1.9626], [1.3348, -1.8040, 0.6516], [-2.2222, 3.8415, 0.1105], [-1.5971, 3.1233, 0.1405], [-2.9312, 3.4168, -0.3730], [-2.0129, 0.8027, 1.5248], [-2.7896, 1.0497, 1.0537], [-1.4564, 1.5425, 1.7803], [-2.5047, -1.4998, -1.3965], [-1.8935, -2.0132, -0.8718], [-3.3136, -2.0441, -1.4533], [-0.5625, -1.4620, 0.5137], [-0.6517, -1.3225, 1.4765], [-0.8879, -0.5878, 0.2746], [-2.5532, 1.3961, -2.0800], [-2.4740, 0.4478, -1.8729], [-1.6552, 1.6518, -2.3038], [0.3263, 2.2065, 1.9397], [0.7491, 1.3436, 1.9786], [1.0679, 2.7934, 2.2054]], "atomic_forces_ev_per_a": [[0.3606, 0.0034, -0.2623], [-0.8803, 0.2578, -0.6410], [-0.0613, 0.1051, 0.4555], [0.7319, -0.3663, 0.4200], [-0.2055, 0.0934, 0.0955], [0.7372, -0.2414, 0.1511], [-0.4625, 0.1050, -0.3495], [0.9859, -1.3709, 0.4950], [-0.6799, 0.7637, -0.4292], [-0.3103, 0.5908, -0.0926], [-1.1546, -0.1918, -0.5379], [0.4240, -0.1982, 0.4518], [0.5907, 0.4929, -0.0313], [0.1193, 0.2941, 1.0677], [-0.0483, -0.6564, -0.3175], [-0.2237, 0.3957, -0.5384], [0.0850, -0.2699, 0.3086], [-0.1801, 0.0727, -0.0633], [0.0667, 0.1445, -0.1251], [1.0809, 0.4950, 0.3095], [-0.0503, -0.2856, -0.1141], [-0.9255, -0.2333, -0.2526]], "homo_ev": -9.5, "smiles": "SS.O.O.O.O.O.O", "de_lowest_ev": 0.714, "homo_lumo_gap_ev": 9.6, "charge": 0, "fmax_ha_per_bohr": 0.034}



5.
{"formula": "H14O7", "method": "wB97M-V/def2-TZVPD", "symbols": ["O", "H", "H", "O", "H", "H", "O", "H", "H", "O", "H", "H", "O", "H", "H", "O", "H", "H", "O", "H", "H"], "positions_angstrom": [[-1.2892, 0.8243, 0.6912], [-1.0342, 1.4505, -0.0681], [-0.4079, 0.7192, 1.1379], [-0.1308, -1.3525, -0.9543], [-0.4217, -1.7673, -1.7397], [-0.8513, -0.8366, -0.5940], [1.8484, -1.9979, 1.1727], [1.3580, -2.0279, 0.4046], [1.5003, -2.6520, 1.7464], [-0.6797, 2.3192, -1.5379], [-0.3966, 3.2290, -1.4382], [0.1402, 1.8509, -1.7481], [-3.0581, -1.0698, -0.2231], [-2.5641, -0.3767, 0.2298], [-2.9796, -1.7023, 0.5318], [1.2953, 0.6272, 1.5692], [1.4518, -0.3274, 1.5463], [1.9711, 1.0207, 2.1436], [1.5835, 0.8589, -1.2998], [1.7614, 1.0814, -0.3852], [0.9034, 0.1291, -1.1853]], "atomic_forces_ev_per_a": [[1.5281, 0.6655, -0.7694], [-0.7985, -0.6824, 0.9166], [-1.0095, 0.1932, -0.0944], [1.5011, 0.3185, 1.1174], [-0.7015, -0.6094, -1.2198], [-0.8443, 0.1844, 0.2088], [2.2490, 1.0726, 2.0539], [-1.9202, -0.1822, -2.9984], [-0.4984, -0.9968, 0.8169], [-0.4635, 0.1897, -0.0474], [-0.0999, 0.2746, 0.0354], [0.5372, -0.1818, -0.0252], [0.2576, -1.2396, 1.4225], [0.1452, 1.2130, -0.2720], [-0.5676, 0.0300, -1.1313], [0.3278, 0.8432, 0.2955], [0.4402, -0.5435, 0.1058], [-0.3882, -0.2661, -0.1896], [-1.0170, -0.9952, -0.3302], [0.1877, 0.1690, 0.4788], [1.1349, 0.5435, -0.3740]], "homo_ev": -10.9, "smiles": "O.O.O.O.O.O.O", "de_lowest_ev": 0.753, "homo_lumo_gap_ev": 11.3, "charge": 0, "fmax_ha_per_bohr": 0.069}



6.
{"formula": "H14O7", "method": "wB97M-V/def2-TZVPD", "symbols": ["O", "H", "H", "O", "H", "H", "O", "H", "H", "O", "H", "H", "O", "H", "H", "O", "H", "H", "O", "H", "H"], "positions_angstrom": [[0.0558, 0.4523, -1.5096], [-0.7323, 0.1287, -1.0588], [0.7379, 0.4381, -0.8289], [3.6287, 3.0694, -0.6046], [4.3453, 3.6879, -0.4234], [3.1637, 3.4619, -1.3521], [0.2376, -1.5494, 0.9302], [-0.6679, -1.2254, 0.8667], [0.6665, -0.9307, 1.5320], [2.5753, -0.8718, 2.1828], [2.5642, -1.0289, 3.1336], [2.7163, -1.7460, 1.8022], [-3.2724, 2.0861, 0.3607], [-3.0580, 2.4094, -0.5216], [-2.6669, 1.3481, 0.4936], [0.6261, -3.2344, -1.8682], [0.8607, -2.3051, -1.7659], [1.3051, -3.7038, -1.3706], [-4.0270, 0.0395, 0.4590], [-3.5694, -0.7976, 0.3219], [-4.2583, 0.3288, -0.4308]], "atomic_forces_ev_per_a": [[-0.1082, 0.0338, 0.0289], [0.1696, -0.0230, -0.1384], [0.0134, -0.0363, 0.0020], [0.0340, 0.1629, -0.0977], [-0.0502, -0.0984, 0.0333], [-0.0074, -0.0818, 0.0578], [-0.4418, 0.2158, -0.1492], [0.0272, -0.2818, 0.0263], [0.3874, -0.0019, 0.1485], [-0.0075, -0.0440, 0.2090], [0.0716, 0.0786, -0.0182], [0.0024, 0.0298, -0.0643], [1.0175, 2.2046, -0.5258], [0.1596, 0.3615, 0.1187], [-0.3554, 0.3327, 0.1370], [0.1754, -0.0328, -0.0162], [-0.1261, 0.0522, 0.0329], [-0.1444, 0.0325, -0.0315], [-0.3112, -2.5998, -0.0343], [-0.4052, -0.3986, 0.0343], [-0.1008, 0.0938, 0.2470]], "homo_ev": -10.4, "smiles": "O.O.O.O.O.O.O", "de_lowest_ev": 2.843, "homo_lumo_gap_ev": 10.5, "charge": 0, "fmax_ha_per_bohr": 0.051}